Density functional theory data (ωB97M-V/def2-TZVPD) for C40H47N8O3PS3Y as an isolated structure.

Cartesian coordinates (Å):
Y -0.043 -0.509 -0.412
C -7.811 -0.209 -0.324
C -6.725 0.525 -1.127
C -7.362 1.696 -1.891
C -6.161 -0.454 -2.147
C -5.669 1.071 -0.164
C -6.120 1.933 0.851
C -5.267 2.455 1.793
C -3.924 2.113 1.719
S -2.655 2.585 2.783
C -1.536 1.654 1.827
N -2.048 1.038 0.789
C -3.425 1.281 0.711
C -4.318 0.759 -0.234
C -0.126 1.620 2.225
C 0.300 2.333 3.352
C 1.629 2.291 3.722
C 2.529 1.545 2.969
C 2.078 0.844 1.860
C 0.743 0.847 1.440
H -8.550 -0.635 -1.005
H -8.335 0.456 0.362
H -7.376 -1.022 0.260
H -8.109 1.320 -2.594
H -6.608 2.243 -2.457
H -7.856 2.398 -1.219
H -6.966 -0.818 -2.788
H -5.704 -1.320 -1.666
H -5.412 0.000 -2.793
H -7.170 2.188 0.905
H -5.631 3.106 2.577
H -3.939 0.105 -1.005
H -0.390 2.921 3.947
H 1.966 2.839 4.594
H 3.576 1.495 3.245
H 2.809 0.272 1.300
C 0.037 -2.361 3.256
N -0.098 -3.474 2.333
C -0.479 -3.291 1.064
N -0.268 -4.312 0.187
O -1.060 -2.238 0.700
H -0.284 -2.665 4.252
H -0.594 -1.547 2.911
H 1.074 -2.016 3.277
H 0.466 -4.288 2.514
H 0.561 -4.864 0.346
H -0.381 -4.033 -0.778
C 2.029 1.332 -2.100
C 2.597 0.257 -2.974
C 3.711 0.501 -3.751
C 4.280 -0.500 -4.532
C 3.735 -1.771 -4.468
C 2.615 -2.056 -3.697
C 2.156 -3.479 -3.557
C 1.956 -1.021 -2.970
N 0.793 -1.191 -2.290
H 2.577 2.270 -2.201
H 2.100 1.064 -1.036
H 0.977 1.542 -2.338
H 4.153 1.493 -3.740
H 5.150 -0.299 -5.145
H 4.203 -2.583 -5.016
H 2.971 -4.169 -3.780
H 1.326 -3.734 -4.219
H 1.822 -3.653 -2.531
O 5.440 -0.145 3.559
S 5.504 -1.421 2.891
O 6.242 -2.472 3.542
N 3.985 -1.935 2.508
C 3.815 -2.001 1.220
S 2.362 -2.493 0.479
C 5.000 -1.586 0.400
C 5.127 -1.503 -0.976
C 6.339 -1.062 -1.492
C 7.392 -0.704 -0.657
C 7.261 -0.774 0.726
C 6.053 -1.220 1.218
H 4.298 -1.756 -1.621
H 6.453 -0.978 -2.564
H 8.321 -0.355 -1.091
H 8.066 -0.488 1.390
C -3.430 -2.861 -4.508
N -2.038 -3.292 -4.461
C -1.340 -2.680 -5.592
N -1.451 -1.232 -5.657
C -2.860 -0.875 -5.656
N -3.609 -1.413 -4.522
C -3.022 -0.862 -3.291
P -1.157 -1.133 -2.887
C -1.393 -2.959 -3.185
C -0.673 -0.583 -4.597
H -3.957 -3.271 -3.643
H -3.878 -3.275 -5.418
H -1.775 -3.092 -6.509
H -0.286 -2.955 -5.558
H -3.304 -1.261 -6.581
H -2.954 0.214 -5.654
H -3.566 -1.284 -2.438
H -3.203 0.222 -3.283
H -2.018 -3.352 -2.373
H -0.429 -3.461 -3.147
H 0.381 -0.785 -4.781
H -0.809 0.502 -4.676

The gap between HOMO and LUMO comes out at 5.628 eV. As for the charge: -1. The value obtained for the LUMO energy is 2.1 eV. The value obtained for the HOMO energy is -3.6 eV.